(1)
# C43H58N10O3P2

A cluster of 11 separate species, C43H58N10O3P2 in total in a non-equilibrium geometry (ωB97M-V/def2-TZVPD, OMol25).

Structure (SMILES): OP(O)#[PH]C[C@@H]1CO1.c1cc[nH]c1.c1cc[nH]c1.c1cc[nH]c1.c1cc[nH]c1.c1cc[nH]c1.c1cc[nH]c1.c1cc[nH]c1.c1cc[nH]c1.c1cc[nH]c1.c1cc[nH]c1
Multiplicity: 1
Orbital gap in eV: 8.12
Total charge: 0
Electronic energy in hartree: -3129.1071
LUMO level in eV: 0.252

The geometry in XYZ format:
```
116
Properties=species:S:1:pos:R:3:forces:R:3:mulliken_charge:R:1
O -0.898838 -1.727760 1.948258 -0.06 0.84 -1.37 -0.32
P -1.804573 -0.391612 2.355221 -0.37 0.87 3.05 0.09
O -1.055360 0.973812 1.754643 0.33 -1.78 -0.70 -0.40
P -3.845009 -0.523147 1.607178 -0.05 -1.04 -0.70 -0.01
C -4.845036 0.106701 3.046012 -1.68 0.37 -0.21 -0.73
C -6.388120 -0.045004 2.725428 2.21 -0.61 -2.93 0.06
C -6.721501 -0.489594 1.273159 -1.10 2.55 1.59 -0.68
O -6.935038 0.894209 1.839027 -1.13 -0.63 1.65 -0.46
H -1.296960 -2.546396 2.279498 0.01 0.27 0.00 0.30
H -0.121975 0.746615 1.592128 -0.10 0.46 -0.03 0.27
H -4.106687 0.400220 0.564417 0.23 0.18 0.32 0.01
H -4.687659 1.171168 3.248001 0.21 -0.28 0.32 0.38
H -4.703303 -0.525968 3.928198 0.58 0.30 -0.16 0.44
H -7.026911 -0.445008 3.516394 0.03 0.25 -0.19 0.39
H -7.648991 -1.046790 1.143466 0.20 0.12 -0.24 0.32
H -6.196388 -0.055285 0.429186 0.74 -1.92 -0.29 0.27
C -8.017726 -4.596539 -0.707341 0.02 0.00 0.00 0.02
C -9.360318 -4.827357 -0.306240 -0.10 -0.02 0.06 -0.57
C -9.375374 -4.865707 1.064138 -0.05 -0.02 0.10 -0.46
N -8.095734 -4.671027 1.504205 -0.01 0.05 -0.13 0.02
C -7.263179 -4.501606 0.431166 0.08 0.00 0.08 -1.04
H -7.648547 -4.509292 -1.714722 0.03 -0.03 0.03 0.46
H -10.216484 -4.949807 -0.951326 0.03 0.07 -0.03 0.46
H -10.182920 -5.014549 1.762485 0.01 0.02 -0.01 0.46
H -7.810626 -4.654452 2.466708 -0.01 -0.01 -0.04 0.20
H -6.208923 -4.329661 0.571091 -0.01 0.00 -0.04 0.46
C 4.171008 1.463075 1.308513 0.03 -0.06 -0.04 -0.58
C 3.722313 2.134727 2.476721 -0.04 0.03 0.07 -0.17
C 2.775474 1.339329 3.065389 -0.04 0.04 0.02 -0.47
N 2.632346 0.215731 2.295175 -0.13 -0.02 -0.01 0.00
C 3.483141 0.282090 1.225514 -0.02 -0.05 -0.07 -0.63
H 4.915331 1.808300 0.609451 -0.05 0.03 -0.01 0.50
H 4.058049 3.091509 2.841851 0.05 -0.03 -0.01 0.41
H 2.191196 1.472520 3.961058 0.00 -0.02 -0.02 0.31
H 2.000281 -0.542835 2.486708 0.10 -0.04 0.04 0.18
H 3.523325 -0.513925 0.500803 0.01 0.02 0.01 0.43
C -5.263173 -2.790824 -5.631744 0.01 -0.05 -0.04 -0.41
C -5.600929 -2.082021 -4.448100 -0.01 0.02 0.05 -0.50
C -6.561435 -2.809456 -3.797435 -0.06 0.01 0.03 -0.45
N -6.820304 -3.927568 -4.543905 0.06 0.02 0.02 0.03
C -6.029406 -3.925513 -5.660763 -0.04 -0.04 -0.03 -0.51
H -4.539767 -2.500858 -6.375807 -0.01 -0.01 0.01 0.39
H -5.185481 -1.145775 -4.113017 -0.01 -0.02 0.00 0.41
H -7.082277 -2.628373 -2.872263 0.02 0.05 -0.02 0.46
H -7.487239 -4.640015 -4.308754 0.03 0.02 -0.03 0.20
H -6.081501 -4.728060 -6.376964 0.01 0.03 -0.01 0.38
C -13.192922 -8.895097 0.884765 0.05 -0.04 -0.01 -0.56
C -14.138264 -7.840495 0.782500 -0.05 0.05 -0.01 -0.55
C -13.440417 -6.692302 0.517165 0.04 0.06 0.02 -0.36
N -12.110563 -7.011180 0.459456 -0.08 0.01 -0.02 0.10
C -11.952490 -8.352311 0.677507 0.08 0.02 0.03 -0.38
H -13.400123 -9.933200 1.086114 0.01 0.02 -0.01 0.38
H -15.207701 -7.916570 0.890650 0.02 0.00 -0.01 0.38
H -13.773381 -5.679102 0.365943 -0.02 -0.02 0.01 0.35
H -11.364539 -6.360826 0.283172 0.00 -0.13 -0.01 0.28
H -10.973935 -8.802130 0.667497 -0.02 -0.01 0.01 0.36
C 5.380141 5.075185 6.740264 -0.01 -0.03 0.06 -0.44
C 5.383767 5.834074 5.540014 0.00 0.03 -0.05 -0.48
C 4.392545 5.333884 4.738236 -0.03 -0.04 -0.08 -0.41
N 3.793270 4.300299 5.405591 0.03 0.08 0.06 0.01
C 4.386417 4.139701 6.627963 -0.03 -0.07 -0.01 -0.44
H 6.031703 5.202525 7.588948 -0.01 0.00 -0.01 0.39
H 6.038718 6.653663 5.294077 -0.02 -0.01 0.00 0.41
H 4.063180 5.622054 3.753810 0.01 0.02 0.02 0.41
H 3.034973 3.745654 5.052246 0.02 0.04 0.01 0.21
H 4.051821 3.375426 7.308914 0.03 0.01 0.00 0.36
C 7.081592 2.743391 -3.191322 -0.05 -0.08 -0.01 -0.54
C 8.016051 3.698218 -2.710916 -0.01 0.10 0.05 -0.47
C 8.246155 3.414735 -1.391360 -0.06 0.01 0.07 -0.43
N 7.485133 2.330180 -1.052596 -0.01 -0.02 -0.08 0.00
C 6.775562 1.912252 -2.146256 -0.01 -0.01 0.08 -0.48
H 6.681299 2.674145 -4.189299 0.01 0.00 0.02 0.42
H 8.467710 4.500808 -3.270347 -0.06 0.03 0.03 0.66
H 8.881642 3.889765 -0.666498 -0.06 -0.01 0.03 0.24
H 7.452908 1.906005 -0.142621 0.03 0.00 -0.04 0.24
H 6.116157 1.062826 -2.085359 0.00 0.02 -0.03 0.43
C 1.523848 -4.853928 1.400639 -0.01 -0.04 0.04 -0.47
C 1.097223 -3.878948 0.458678 0.04 0.05 -0.05 -0.11
C 0.979083 -4.507254 -0.752552 0.03 -0.03 -0.07 -0.84
N 1.321034 -5.820797 -0.579650 -0.04 0.05 0.06 0.03
C 1.649582 -6.041563 0.729680 0.03 -0.07 -0.02 -0.51
H 1.715325 -4.700914 2.450396 0.01 -0.01 -0.02 0.38
H 0.899310 -2.837745 0.649556 -0.05 -0.03 -0.02 0.56
H 0.683265 -4.134835 -1.718794 0.01 0.02 0.03 0.38
H 1.329105 -6.516393 -1.303238 -0.01 0.02 0.03 0.19
H 1.944413 -7.020226 1.068858 0.01 0.03 0.02 0.39
C 12.733348 3.854861 0.542335 -0.02 -0.03 -0.05 -0.49
C 12.890585 4.612480 1.733133 0.00 0.04 0.05 -0.46
C 11.756840 5.363837 1.891581 -0.03 0.05 0.00 -0.52
N 10.922301 5.093421 0.841508 0.02 -0.06 0.01 0.00
C 11.508356 4.170489 0.017182 0.03 0.04 -0.07 -0.05
H 13.438471 3.157188 0.120854 -0.02 0.00 0.02 0.40
H 13.738912 4.605821 2.397335 -0.02 0.00 -0.01 0.39
H 11.472720 6.065848 2.657106 0.03 -0.01 0.00 0.38
H 10.019154 5.508612 0.698898 0.05 0.02 0.02 0.20
H 11.005833 3.821147 -0.868677 0.05 -0.03 0.01 0.13
C -5.508213 3.955620 -0.308853 -0.01 -0.04 0.02 -0.50
C -5.530345 4.730315 -1.499918 0.01 0.04 -0.04 -0.42
C -6.594104 4.299735 -2.246719 -0.05 -0.03 -0.06 -0.53
N -7.212476 3.292911 -1.555247 0.08 0.09 0.02 0.02
C -6.560168 3.079546 -0.370233 -0.08 -0.15 -0.03 -0.56
H -4.801236 4.033626 0.501027 -0.02 0.00 -0.01 0.41
H -4.843981 5.514031 -1.775697 -0.02 -0.01 0.00 0.39
H -6.962899 4.620138 -3.206580 0.03 0.01 0.01 0.38
H -8.021277 2.788310 -1.868688 0.02 0.03 0.02 0.20
H -6.897077 2.325610 0.323832 0.06 0.19 -0.05 0.68
C 12.236431 3.770586 -6.516477 0.05 0.03 -0.01 -0.39
C 10.888296 3.449610 -6.202907 -0.02 0.01 0.02 -0.66
C 10.789385 3.391038 -4.837884 -0.01 -0.06 0.06 -0.33
N 12.025721 3.659752 -4.315717 -0.02 0.03 -0.07 0.07
C 12.911603 3.896803 -5.331628 0.05 -0.02 0.05 -0.49
H 12.660906 3.895474 -7.499105 0.00 0.00 0.02 0.39
H 10.083656 3.281759 -6.899896 0.01 0.00 0.02 0.39
H 9.951373 3.180961 -4.194572 0.08 -0.07 -0.08 0.47
H 12.248841 3.680614 -3.336832 0.00 0.02 -0.04 0.16
H 13.941679 4.132657 -5.123802 -0.01 -0.01 -0.03 0.36
```
Forces are in eV/Å.

---

(2)
# C43H58N8P2Sc

A structure of composition C43H58N8P2Sc in a non-equilibrium geometry (ωB97M-V/def2-TZVPD, OMol25).

Multiplicity: 1
Relative energy (zero: lowest compared OMol25 entry of this formula, charge and spin) in kJ/mol: 0.0
Orbital gap in eV: 6.85
Total charge: +1
Electronic energy in hartree: -3554.6540
LUMO level in eV: -2.790

The geometry in XYZ format:
```
112
Properties=species:S:1:pos:R:3:forces:R:3:mulliken_charge:R:1
Sc -0.317122 0.998366 0.931986 -0.06 -0.82 0.74 -2.49
C 0.027025 2.442141 -1.803123 -0.68 0.27 -0.35 -1.01
N -0.735955 1.214900 -1.522791 -0.72 -0.60 -0.44 2.43
C -0.374050 0.143006 -2.462249 1.72 -0.48 1.63 -1.67
C -2.133871 1.528981 -1.735546 -1.35 0.25 -0.29 -0.16
C -2.858391 1.228860 -2.898659 1.68 0.00 -0.03 -0.74
C -4.140685 1.663817 -3.075742 -0.37 0.99 2.20 -1.03
C -4.786652 2.273125 -1.981659 0.29 -0.59 -1.58 -1.09
C -4.159043 2.378047 -0.756678 -0.73 0.92 -0.31 -0.51
C -2.802387 2.138199 -0.662842 1.67 -1.21 1.50 -0.75
N -2.034984 2.162778 0.550237 -0.21 -0.58 -2.58 2.09
C -2.529544 2.808110 1.634399 -0.18 0.96 1.04 -0.47
C -3.035289 4.096556 1.611960 0.16 1.40 -0.61 0.61
C -3.305422 4.757081 2.791490 -0.73 1.12 0.50 -1.35
C -3.210797 4.104380 3.998878 0.37 -0.38 0.96 -0.88
C -2.818600 2.787437 4.074781 0.50 0.19 -2.89 -0.86
C -2.427742 2.171368 2.863937 -0.85 -1.45 1.28 0.12
N -2.160691 0.725710 2.764080 0.15 0.34 0.06 1.55
C -3.332428 0.050232 2.122301 -0.15 0.38 0.62 -1.11
C -1.885520 0.119866 4.085520 1.78 0.17 -0.73 -1.51
H 0.200232 2.591976 -2.884457 -0.09 -0.14 0.31 0.45
H 0.971342 2.378598 -1.291763 0.31 0.31 0.03 -0.73
H -0.611052 3.255155 -1.441318 0.68 -0.02 -0.07 0.34
H -0.128387 0.584607 -3.402130 -0.23 -0.13 -1.07 0.73
H -1.100521 -0.653979 -2.433510 -0.29 0.16 -0.53 0.71
H 0.544336 -0.336233 -2.093031 0.02 0.22 -0.16 -0.76
H -2.373023 0.710092 -3.712443 0.07 0.03 -0.07 0.46
H -4.624192 1.613966 -4.003007 -0.59 -0.32 -1.15 0.57
H -5.764470 2.664108 -2.213634 -0.34 -0.05 0.64 0.42
H -4.743980 2.747323 0.070023 0.18 0.13 0.27 0.56
H -3.107445 4.643724 0.657414 -0.05 -0.41 0.50 0.46
H -3.648606 5.805016 2.878916 0.27 -0.65 -0.69 0.39
H -3.391228 4.578493 4.946408 -0.34 0.50 0.03 0.44
H -2.850815 2.267943 4.975520 0.16 -0.70 1.34 0.56
H -4.213306 0.136758 2.809663 0.42 0.19 -0.68 0.38
H -3.104677 -1.025143 2.089370 -0.04 0.35 -0.50 0.36
H -3.512979 0.537908 1.125508 -0.08 -0.94 1.13 0.20
H -2.671163 0.286615 4.793087 -0.74 -0.07 0.36 0.51
H -0.953494 0.622396 4.473340 -0.92 -0.80 -0.22 0.52
H -1.718284 -0.972095 3.957939 -0.01 0.77 0.11 0.13
C 1.488108 4.639920 2.674038 0.04 -0.33 0.93 -1.64
P 1.015693 3.648110 1.207589 -0.48 0.22 0.06 1.89
C 0.083139 4.947789 0.317751 0.04 0.35 -1.48 -1.01
C 2.624093 3.637684 0.345843 0.22 -2.42 0.50 -1.82
C 3.366506 2.315304 0.759678 -0.70 0.19 -1.69 -1.36
P 2.529951 0.833246 -0.010828 0.58 -0.19 0.24 1.55
C 3.215608 1.001323 -1.717754 -0.88 0.22 0.21 -1.06
C 3.722028 -0.405434 0.652607 -0.17 -0.77 0.68 -1.28
H 2.012353 5.517373 2.250973 -0.20 -0.30 0.63 0.53
H 2.115954 4.071639 3.409689 -0.28 0.61 -0.85 0.39
H 0.582263 4.938328 3.243314 0.46 -0.04 -0.49 0.40
H -0.039801 5.836172 0.939443 -0.04 -0.09 -0.06 0.54
H -0.911915 4.580848 -0.001122 0.57 0.30 0.33 -0.01
H 0.653933 5.247454 -0.619005 -0.69 -0.28 1.11 0.43
H 3.250319 4.421021 0.650571 0.63 1.52 0.33 0.98
H 2.515811 3.659525 -0.727858 -0.10 0.18 -0.32 0.46
H 3.291451 2.114699 1.807529 0.25 0.17 0.87 0.50
H 4.415976 2.343290 0.414663 -0.38 -0.07 0.33 0.76
H 4.264484 0.723009 -1.590002 -0.02 0.38 -0.60 0.55
H 3.024605 2.055272 -2.017506 0.61 -0.71 -0.08 0.48
H 2.692446 0.341169 -2.428446 0.38 0.11 0.23 0.05
H 3.664181 -1.430238 0.198807 0.14 1.10 0.09 0.14
H 3.543882 -0.563189 1.734026 -0.08 0.19 -0.45 0.27
H 4.720546 0.058501 0.573622 -0.25 -0.53 -0.23 0.59
C 2.109280 0.441448 4.895265 0.15 0.61 0.72 -0.80
C 2.051239 -0.922366 5.102121 0.83 0.29 0.69 -1.09
C 1.589303 -1.733321 4.112605 -0.96 -0.33 -0.36 -0.79
C 1.021261 -1.160036 2.976135 -0.78 -0.43 -1.71 0.73
C 0.947467 0.224233 2.749170 0.23 0.08 -0.11 1.67
C 1.568911 0.985143 3.739449 -0.10 1.18 -0.43 -0.02
C 0.327647 -1.993658 1.918628 -0.40 0.76 -0.06 0.67
C 0.383064 -3.385486 1.903030 0.71 -1.69 0.91 -1.35
C -0.365343 -4.198940 1.115120 0.37 2.04 -0.23 -1.34
C -1.240722 -3.588544 0.172774 0.65 -0.18 1.59 0.94
C -2.122717 -4.354575 -0.548585 -1.00 -0.24 -1.12 -0.51
C -3.011099 -3.653088 -1.364811 -0.77 -2.23 0.36 -0.96
C -3.107209 -2.287018 -1.313264 0.28 1.35 -1.00 -1.16
C -2.208533 -1.533517 -0.591793 -1.55 1.49 -0.29 0.55
C -1.289991 -2.186740 0.179137 2.17 0.90 1.44 -1.16
N -0.436950 -1.408325 1.023120 -1.07 0.65 -1.02 1.96
H 2.542673 1.041987 5.707142 -0.24 0.03 -0.57 0.38
H 2.415908 -1.348275 6.031487 -0.01 0.05 -0.11 0.38
H 1.530082 -2.778580 4.346717 0.05 -0.47 -0.31 0.38
H 1.561332 2.075993 3.552586 0.20 -0.61 0.63 -0.55
H 1.077541 -3.778410 2.619188 0.11 -0.63 0.15 0.57
H -0.318975 -5.247947 1.149848 0.22 -1.21 0.21 0.61
H -2.101335 -5.457683 -0.391471 -0.17 1.01 -0.56 0.40
H -3.774931 -4.174225 -1.944310 0.38 -0.07 0.09 0.44
H -3.829300 -1.778478 -1.958748 0.09 -0.15 0.37 0.50
H -2.358778 -0.422069 -0.561738 0.36 -1.29 0.08 0.31
C 2.694586 -2.736818 -4.600321 -1.36 0.36 -0.56 -0.69
N 2.713779 -4.160578 -4.772507 0.16 -1.28 0.15 0.00
C 3.440688 -4.772471 -3.634049 -0.40 0.05 -0.49 -0.75
N 2.824608 -4.451193 -2.347241 -0.63 -0.85 0.06 0.13
C 2.786879 -3.007547 -2.198750 -0.23 -0.64 -0.98 -0.45
N 2.105727 -2.370306 -3.315231 -0.36 1.16 -0.89 0.28
C 0.719727 -2.849275 -3.348265 -0.41 -0.05 0.35 0.17
N 0.642404 -4.293727 -3.483589 0.60 -0.81 -0.29 0.21
C 1.344679 -4.687023 -4.747308 -0.25 1.10 0.14 -0.67
C 1.416706 -4.902450 -2.369801 -0.71 0.83 0.25 -0.14
H 2.048095 -2.287270 -5.414324 0.86 -0.31 0.76 0.36
H 3.688070 -2.363734 -4.656893 0.94 0.46 -0.16 0.32
H 4.479032 -4.413324 -3.679180 -0.20 -0.34 0.21 0.31
H 3.340670 -5.855708 -3.749534 0.56 0.09 -0.08 0.39
H 3.813782 -2.711433 -2.067376 0.35 0.74 -0.10 0.24
H 2.167136 -2.753303 -1.373380 -0.12 0.16 1.34 -0.02
H 0.090970 -2.411569 -4.164280 0.82 0.05 0.55 0.36
H 0.298299 -2.582160 -2.372915 -0.35 -0.05 -0.10 -0.91
H 0.819310 -4.241384 -5.623338 0.08 -0.55 0.59 0.32
H 1.384832 -5.775221 -4.781822 -0.15 0.04 -0.26 0.36
H 1.226445 -5.977880 -2.390016 0.72 -0.05 -0.17 0.32
H 0.975998 -4.536154 -1.428477 0.00 -0.15 -0.22 -0.14
```
Forces are in eV/Å.